The following is a quantum chemistry calculation of an isolated molecule of C17H21Cl2N3O7, from the OMol25 dataset.

## Properties
* spin multiplicity: 1
* frontier orbital gap: 7.849 eV
* SMILES string: O=C(CN1CCOCC1)OC[C@H](NC(=O)C(Cl)Cl)[C@H](O)c1ccc([N+](=O)[O-])cc1
* charge: 0

XYZ file:
```
50
C17H21Cl2N3O7 (ωB97M-V/def2-TZVPD)
O -2.508 1.773 1.762
C -2.237 0.567 1.678
C -2.741 -0.432 2.741
N -1.696 -1.064 3.583
C -0.975 -0.126 4.406
C -0.065 -0.883 5.348
O 0.838 -1.633 4.530
C 0.147 -2.698 3.809
C -0.872 -2.089 2.914
O -1.544 -0.008 0.635
C -1.282 0.794 -0.548
C -0.503 -0.048 -1.571
N -1.189 -1.293 -1.811
C -2.498 -1.429 -2.295
O -3.111 -0.461 -2.759
C -3.149 -2.784 -2.193
Cl -3.334 -3.157 -0.441
Cl -2.079 -4.090 -2.868
C 0.970 -0.362 -1.176
O 1.061 -1.488 -0.283
C 1.754 0.818 -0.619
C 2.262 1.781 -1.538
C 3.005 2.884 -1.085
C 3.191 3.103 0.303
N 3.959 4.225 0.744
O 4.438 4.938 -0.133
O 4.139 4.354 1.932
C 2.655 2.173 1.188
C 1.919 1.046 0.763
H -3.418 0.118 3.364
H -3.393 -1.181 2.249
H -1.701 0.430 4.978
H -0.380 0.546 3.816
H -0.656 -1.579 5.945
H 0.535 -0.203 5.990
H -0.360 -3.345 4.527
H 0.865 -3.272 3.222
H -0.321 -1.643 2.083
H -1.532 -2.849 2.485
H -2.259 1.118 -0.923
H -0.744 1.682 -0.262
H -0.519 0.566 -2.465
H -0.880 -2.098 -1.269
H -4.126 -2.743 -2.687
H 1.483 -0.632 -2.109
H 1.966 -1.643 0.025
H 2.075 1.602 -2.594
H 3.470 3.532 -1.841
H 2.809 2.327 2.270
H 1.498 0.360 1.506
```